Record 1
Computed, not measured: a single C3H4N4O molecule, with the ωB97M-V functional and the def2-TZVPD basis.

ORCA input file:
```
! RIJCOSX wB97M-V def2-TZVPD def2/J DEFGRID3
* xyz 0 1
N -2.1931 1.0641 1.1398
H 2.3689 -1.1460 -0.3911
O 1.2077 -1.0932 -2.1612
H -2.4919 0.7847 2.2370
H -0.8583 0.2238 -0.9429
N -0.0909 0.1274 2.0332
N 0.9017 -0.1137 1.2852
C 0.7399 0.0125 -0.1848
C 1.4033 -0.8434 -0.9198
H 0.5084 -0.4978 -2.8112
C -1.1044 0.6331 1.0370
N -0.3914 0.8485 -0.3211
*
```

Results
HOMO level: -8.79 eV
Largest force on an atom: 9.1 eV Å⁻¹
Relative energy (zero: lowest compared OMol25 entry of this formula, charge and spin): 116.3 kcal per mole
SMILES: [H]/N=C1N=N/C(=C/O)N\1


Record 2
Computed, not measured: a single C2H3F2NS molecule, with the ωB97M-V functional and the def2-TZVPD basis.

ORCA input file:
```
! RIJCOSX wB97M-V def2-TZVPD def2/J DEFGRID3
* xyz 0 1
H -1.1790 -2.3828 0.5453
N -0.5942 -1.5504 0.6128
H -1.4604 -0.6273 -1.0938
C 0.1743 0.6766 -0.1552
F 0.2224 1.2662 -1.3670
S 1.8189 0.2286 0.4566
C -0.7728 -0.6778 -0.2480
H 2.2215 1.4934 0.5900
F -0.4308 1.5734 0.6594
*
```

Results
HOMO level: -9.89 eV
Largest force on an atom: 3.0 eV Å⁻¹
Relative energy (zero: lowest compared OMol25 entry of this formula, charge and spin): 19.6 kcal per mole
SMILES: [H]/N=C/C(F)(F)S


Record 3
Computed, not measured: C4H3O3 as an isolated structure, with the ωB97M-V functional and the def2-TZVPD basis.

ORCA input file:
```
! RIJCOSX wB97M-V def2-TZVPD def2/J DEFGRID3
* xyz -1 1
O -2.9383 -0.3663 -0.3343
C -2.1020 0.4464 -0.0144
H -0.6456 2.0275 0.3133
C 1.0762 -0.5850 -0.0459
O 0.8070 -1.9400 -0.5232
H -0.0620 0.1337 0.3469
C -1.0174 0.9807 0.3707
C 2.1183 0.1144 0.0854
H -0.1840 -1.8214 -0.5329
O 2.9478 1.0100 0.3345
*
```

Results
HOMO level: -3.52 eV
Largest force on an atom: 3.8 eV Å⁻¹
Relative energy (zero: lowest compared OMol25 entry of this formula, charge and spin): 76.1 kcal per mole


Record 4
Computed, not measured: a 2-piece molecular cluster, C5H14NO2 overall, with the ωB97M-V functional and the def2-TZVPD basis.

ORCA input file:
```
! RIJCOSX wB97M-V def2-TZVPD def2/J DEFGRID3
* xyz 1 1
H 1.5818 0.6971 0.0116
C 0.8877 0.0896 -0.6561
H 2.7079 -0.1752 1.5377
H -0.8991 -1.2428 -0.2698
H -1.9458 0.1476 -3.5067
H -2.3009 0.6108 -0.4291
N -1.4050 0.8852 -0.0099
H 2.7112 0.4472 3.2449
C -0.4185 -0.2536 0.0975
H -1.6302 1.1888 0.9577
H 1.5033 -0.8025 -0.9411
H 0.2296 0.2848 -2.5894
H 0.2755 0.3126 3.3775
H -0.9340 -1.0443 2.1428
O -1.2424 0.0154 -4.0899
C 2.0785 0.0981 2.4630
H 0.3545 -1.9491 1.5062
H -1.0834 1.5698 -0.5990
H -1.5577 -0.8586 -4.4128
O 0.4158 0.8483 -1.8026
C -0.1019 -0.8646 1.5601
C 0.7730 -0.0048 2.4073
*
```

Results
HOMO level: -13.56 eV
Largest force on an atom: 4.9 eV Å⁻¹
Relative energy (zero: lowest compared OMol25 entry of this formula, charge and spin): 81.0 kcal per mole


Record 5
Computed, not measured: C33H24BrO7PPtS as an isolated structure, with the ωB97M-V functional and the def2-TZVPD basis.

ORCA input file:
```
! RIJCOSX wB97M-V def2-TZVPD def2/J DEFGRID3
* xyz -2 3
H 4.9620 -5.1029 -3.0527
S 1.4467 2.5908 -0.9218
C -1.0511 -0.7925 -2.1181
C 3.3376 1.2232 -4.6979
H 0.4506 -4.0339 -1.3347
H 1.3436 -6.3057 -1.1005
C -4.6533 2.5580 1.3563
H 4.1030 6.0619 2.7070
Pt 0.5251 0.7386 0.2344
H -0.0110 -3.2558 -4.2177
H 4.0708 -2.8142 -3.2797
C 3.1969 -5.8576 -2.0897
C 2.2246 3.4388 1.6076
C -5.4617 2.7631 3.6191
C 3.4509 0.6174 -5.9376
H 4.2239 6.4459 0.2508
H -0.6810 -0.1050 -1.3568
Br -3.9905 2.0113 5.9340
C -3.2404 1.8949 3.1784
H 2.1152 -2.4021 -5.1957
C -3.4445 2.0512 1.8121
C 2.7879 0.5284 -3.6218
C 2.3519 -0.7787 -3.8027
P 1.5708 -1.5726 -2.3700
O 1.8413 -0.8163 -1.1246
O -0.5834 -3.5647 0.5588
H 3.0716 4.9183 -1.3078
C -2.0328 -2.5772 -4.0200
C -2.4123 -0.8223 -2.4124
C -0.1851 -1.6654 -2.7714
H 3.5940 -6.8598 -1.9754
H -3.0699 -0.1536 -1.8699
C 2.2771 3.6362 0.2157
C 3.0116 -0.6894 -6.1206
C 1.9329 -5.5539 -1.6095
O -1.1907 1.6733 1.3381
O -2.7128 1.4008 -0.3320
C 2.8718 4.2994 2.4830
H 3.0983 -1.1642 -7.0909
C -2.3431 1.6562 0.8155
H 2.8063 4.1128 3.5506
O -1.0189 -1.3194 0.5262
C 0.6077 -2.1066 2.4620
H -6.5891 3.3310 1.8904
H -2.4165 -3.2783 -4.7513
O 1.1674 -1.0533 2.3095
H -4.7891 2.6442 0.2852
C -5.6517 2.9233 2.2522
C 3.4615 -3.5864 -2.8269
H 3.6679 2.2447 -4.5536
C -0.5630 -2.3935 0.8544
H -2.2889 1.5130 3.5237
C 3.0162 4.7446 -0.2377
H 1.6578 2.5901 1.9737
C 3.6620 5.6032 0.6423
H 2.6820 1.0045 -2.6461
C 1.4227 -4.2686 -1.7488
O 0.4660 -3.0463 3.2035
C 2.4587 -1.3841 -5.0529
C -0.6792 -2.5603 -3.7213
C -4.2560 2.2428 4.0536
C 2.1804 -3.2802 -2.3701
H -6.2301 3.0332 4.3308
H 3.8798 1.1627 -6.7709
C -2.8982 -1.7062 -3.3608
C 3.9654 -4.8737 -2.6960
C 3.6001 5.3925 2.0176
H -3.9593 -1.7340 -3.5832
*
```

Results
Expectation value of S²: 2.01
HOMO level (alpha / beta): -0.88 / -1.16 eV
Largest force on an atom: 0.8 eV Å⁻¹
Relative energy (zero: lowest compared OMol25 entry of this formula, charge and spin): 29.1 kcal per mole


Record 6
Computed, not measured: a single C3H5NO2 molecule, with the ωB97M-V functional and the def2-TZVPD basis.

ORCA input file:
```
! RIJCOSX wB97M-V def2-TZVPD def2/J DEFGRID3
* xyz 0 1
C 0.8699 -0.1124 -0.7871
H 1.8733 -0.0472 -0.3565
C 0.2334 -1.4006 -0.2711
O 0.1903 1.1306 -0.5807
H 0.9527 -0.1993 -1.8765
H -0.8933 2.3102 0.5989
N -1.0366 0.2807 1.1576
H -0.7988 -1.6140 -0.5971
H -1.6692 0.5775 1.8939
C -0.6329 1.2569 0.4667
O 0.8984 -2.2088 0.3302
*
```

Results
HOMO level: -9.77 eV
Largest force on an atom: 0.5 eV Å⁻¹
Relative energy (zero: lowest compared OMol25 entry of this formula, charge and spin): 41.2 kcal per mole
SMILES: [H]/N=C/OCC=O


Record 7
Computed, not measured: C10H10Cl5GaO2 as an isolated structure, with the ωB97M-V functional and the def2-TZVPD basis.

ORCA input file:
```
! RIJCOSX wB97M-V def2-TZVPD def2/J DEFGRID3
* xyz 2 1
C 0.2834 2.9172 -1.2261
C -0.8976 -3.3897 -1.7890
Cl 2.7351 -0.5798 -2.0700
C 0.2107 -1.3132 -1.1959
H -0.1880 3.8353 0.9601
C 1.4580 -3.0201 -2.4020
H -0.4814 3.6562 -1.5083
C -0.3850 2.1632 2.3386
Cl 2.9226 -3.5401 -3.1930
H 1.2264 3.4091 -0.9176
O -0.2752 2.0787 -0.1487
Cl 0.2119 -5.3062 -3.3160
Cl -2.1646 -1.8542 0.0897
H -0.7963 2.7799 3.1328
Cl -2.2432 -4.3312 -1.7923
H -0.7875 -0.9883 3.2647
C 1.3951 -1.6726 -1.9135
H -1.7908 3.0570 0.9254
C -0.8604 -2.1855 -1.0585
C -0.2473 -0.0276 3.2034
Ga 0.4149 0.0885 0.1609
H 0.6764 1.9502 2.4957
O -1.0541 0.9017 2.4044
H 0.4460 2.2086 -2.0617
H 0.7450 -0.2140 2.7934
C 0.2951 -3.8380 -2.4067
H -0.1471 0.3710 4.2479
C -0.7020 2.8441 0.9820
*
```

Results
HOMO level: -15.73 eV
Largest force on an atom: 2.8 eV Å⁻¹


Record 8
Computed, not measured: C34H59N5O10P2S2Y as an isolated structure, with the ωB97M-V functional and the def2-TZVPD basis.

ORCA input file:
```
! RIJCOSX wB97M-V def2-TZVPD def2/J DEFGRID3
* xyz -1 1
H -3.1374 -0.5276 3.5308
H 2.4931 2.4249 -6.6625
C -3.2592 -2.4945 2.6768
H 3.3113 -1.1171 -2.3665
H 6.2632 0.0933 2.8388
H -5.4005 0.8618 -2.9084
O -2.8840 0.1974 -2.9530
H 4.0461 -0.8389 -0.1159
C -0.9970 2.9501 1.2910
H 3.7948 -0.1442 3.0087
C -1.2866 4.4584 1.3453
C 4.1233 3.7442 1.1976
H -1.6317 -2.0266 -1.8667
C 3.9219 -1.1441 2.5697
S 1.2057 3.9863 -4.6782
H 4.0725 -1.8603 3.3816
H -0.3918 1.4000 -3.1503
H 1.0272 -4.8243 2.1945
O 2.2682 1.5750 -4.7857
H 6.6266 1.5243 0.8863
H -5.1553 -3.4097 2.2506
C -0.2454 5.0585 0.3993
C 2.0089 2.6670 -4.0205
H -0.8426 3.8394 -1.2951
C 1.2073 -0.7209 -2.1440
C 4.5418 1.0630 0.6689
N 5.0533 -1.2175 1.6602
H 0.0730 -3.4045 2.5645
H -6.1049 0.9455 0.7791
H -3.9273 2.7500 -3.1967
C -5.9602 -0.0612 0.3885
C 5.4179 3.2601 1.1813
C 4.8645 -0.3992 0.4512
H -0.6686 1.9411 -4.7927
H -1.2111 4.8496 2.3591
H 0.8970 1.7329 -6.3428
H -6.9375 -0.5273 0.2589
H -2.2502 -2.7921 2.9848
H 7.1266 -0.9421 1.6855
C 0.3502 1.2359 5.6113
C -2.4368 1.2995 -3.8135
C 0.2099 -0.9768 4.5796
P -2.5843 0.0633 -1.4129
H -2.4215 3.4298 -3.8443
H 2.3042 0.6409 -6.5531
H -1.0491 -6.2792 0.3697
O -3.9102 0.5152 -0.6551
H -5.1210 -1.0192 -1.3375
C -2.8456 2.6352 -3.2304
H -4.2736 -4.1474 3.5919
C -0.9587 1.1922 -4.0571
H -0.6902 0.2016 -4.4171
H -3.7247 -1.7659 4.6435
C 2.3859 -1.6836 -2.1973
H 2.3671 -2.4532 -2.9896
O 0.8067 0.2083 2.3016
H 0.3736 -3.5692 0.1459
C 5.6151 1.9170 0.9170
H -2.4428 2.7475 -2.2253
O -3.1709 -1.9153 1.3501
H 3.9352 4.7906 1.4037
H 1.3250 -0.0071 -2.9607
C -3.7617 -1.4141 3.6137
C -0.0166 3.9190 -0.5769
H 0.6452 -6.0449 -0.0774
N 0.7238 0.9885 3.3063
H 2.0778 3.3328 0.9370
H 5.7733 -0.5111 -0.1529
C -5.2244 -0.0041 -0.9366
H -5.9580 1.9036 -1.5890
H 3.8079 -3.6283 0.1156
C -0.3452 -5.5941 -0.1029
O -1.6606 -3.7036 0.4972
C 3.2049 1.5214 0.6302
C -4.1671 -3.7042 2.6025
H -0.6796 -5.0178 2.6103
H -6.9408 0.5283 -2.1069
H -2.9944 1.1000 -4.7346
O -0.7075 -1.3394 0.8564
Y 1.0973 0.4500 0.0031
O -1.4439 0.8023 -0.8521
H -2.2939 4.6656 0.9796
O 1.9403 -2.0601 0.1255
H 0.2782 -1.2780 -2.3542
H 0.6828 5.2806 0.9269
S 2.5750 2.5246 -2.4381
N -0.0238 -2.1023 4.6478
C 0.4657 0.4163 4.4682
C 6.2772 -0.9018 2.3703
H -3.7576 -4.4517 1.9271
C -2.4385 -1.7232 -1.1957
C -5.9197 0.8780 -1.9538
H -0.5885 5.9679 -0.0928
H 6.2601 3.9163 1.3635
N 3.4691 -3.4020 -0.8080
C -0.3139 -4.2664 0.6253
H 4.1058 -3.5271 -1.5770
H -0.5660 2.5671 2.2191
H 2.9996 -1.4078 2.0539
P -1.8762 -2.1341 0.4632
H -4.7910 -1.1462 3.3777
H -5.3833 -0.6342 1.1067
C 3.0646 2.8904 0.9216
H -3.3418 -2.2651 -1.4736
N 0.2504 1.8821 6.5584
H 0.9239 3.9411 -1.1264
H -1.8884 2.3676 1.0309
O -0.0160 2.7530 0.2588
H -0.6332 -5.4602 -1.1444
C 0.0373 -4.3813 2.0902
C 1.9680 1.6043 -6.1681
H 6.4358 -1.6412 3.1589
C 2.5710 -2.3873 -0.8786
*
```

Results
HOMO level: -4.17 eV
Largest force on an atom: 0.8 eV Å⁻¹
Relative energy (zero: lowest compared OMol25 entry of this formula, charge and spin): 18.5 kcal per mole